Record 1
Below is a molecular structure, C26H29F3N2O4, with properties calculated with ωB97M-V/def2-TZVPD.

```
! wB97M-V def2-TZVPD RIJCOSX def2/J DEFGRID3
* xyz 0 1
C 1.497 4.971 3.831
N 1.466 3.566 3.205
C 1.648 3.424 1.798
C 1.733 2.123 1.353
N 0.636 1.566 1.655
C -0.489 1.072 1.078
O -1.631 0.721 1.612
C -0.172 0.905 -0.463
C -1.269 1.024 -1.190
C -1.363 0.941 -2.749
C -1.898 -0.527 -3.030
C -2.141 -1.441 -2.219
C -2.737 -2.462 -2.924
C -2.994 -2.867 -4.089
C -2.518 -1.767 -5.082
C -2.210 -0.507 -4.450
H -1.960 0.331 -5.323
H -2.837 -1.849 -6.047
C -3.512 -4.219 -4.709
F -3.110 -4.438 -5.748
F -3.240 -5.092 -3.839
F -4.948 -3.998 -4.636
H -3.102 -3.472 -1.995
H -2.285 -1.245 -1.089
C 0.343 0.921 -3.193
C 1.015 0.224 -2.329
O 0.703 -0.907 -2.518
C 1.661 -2.116 -1.728
C 1.394 -1.873 -0.176
C 2.384 -1.477 0.561
C 2.336 -1.591 1.968
C 1.203 -1.884 2.450
C 0.044 -2.403 1.659
C 0.275 -2.267 0.232
H -0.518 -2.665 -0.372
H -0.895 -2.868 2.156
C 1.008 -1.957 3.893
O 1.593 -1.104 4.768
H 1.685 -1.204 5.631
H -0.166 -1.602 4.396
H 0.750 -2.917 4.314
H 2.922 -1.105 2.846
H 3.413 -1.069 0.222
H 2.638 -1.553 -2.059
H 1.491 -2.943 -2.103
O 0.906 0.700 -1.086
H 2.008 0.525 -2.642
H 0.281 2.207 -3.259
H 0.317 0.645 -4.218
H -1.928 1.746 -2.972
H -2.295 1.108 -0.735
C 0.387 1.452 3.244
C 0.321 2.807 3.564
H -0.712 3.506 3.235
H 0.057 3.015 4.737
H 0.987 0.909 3.857
H -0.532 1.066 3.457
H 2.576 1.674 1.995
H 1.847 1.982 0.381
H 0.520 4.065 1.384
H 2.651 4.107 1.492
H 1.424 4.957 4.917
H 0.823 5.590 3.382
H 2.517 5.541 3.696
*
```

Summary:
F_max ... 18.0 eV Å⁻¹
Kohn-Sham gap ... 8.71 eV
E ... -46731.9348 eV
HOMO level ... -8.22 eV

Löwdin atomic charge list, values in e, 8 entries: -0.05 -0.22 -0.23 -0.31 0.00 -0.26 -0.02 -0.24

=====

Record 2
Below is a molecular structure, C26H29F3N3O5SbV, with properties calculated with ωB97M-V/def2-TZVPD.

```
! wB97M-V def2-TZVPD RIJCOSX def2/J DEFGRID3
* xyz 0 4
V 0.382 -3.727 0.955
O -0.799 -2.573 2.170
C -1.870 -1.743 1.489
C -2.015 -2.006 -0.004
N -1.234 -3.271 -0.492
C -0.598 -2.898 -1.753
C 0.684 -2.052 -1.414
O 1.246 -1.408 -2.295
O 1.028 -2.086 -0.154
C -2.239 -4.338 -0.607
C -1.630 -5.706 -0.087
O -2.093 -6.782 -0.452
O -0.518 -5.544 0.674
H -0.546 -2.115 2.953
H -2.797 -2.009 2.034
H -1.637 -0.716 1.738
H -3.075 -2.098 -0.353
H -1.582 -1.109 -0.504
H -0.369 -3.833 -2.248
H -1.289 -2.265 -2.399
H -3.112 -4.023 0.003
H -2.553 -4.505 -1.634
N 2.087 -5.025 0.052
C 2.936 -5.585 1.159
C 2.102 -5.862 2.421
N 1.429 -4.551 2.731
H 1.719 -5.809 -0.443
H 2.747 -4.643 -0.583
H 3.691 -4.853 1.535
H 3.451 -6.485 0.961
H 2.670 -6.193 3.280
H 1.375 -6.620 2.117
H 2.144 -3.898 3.083
H 0.671 -4.541 3.415
F -5.557 4.600 1.064
C -4.400 3.984 0.718
C -3.870 4.203 -0.555
C -2.622 3.670 -0.843
C -1.928 2.994 0.164
C -2.487 2.745 1.384
C -3.741 3.270 1.708
Sb 0.136 2.151 0.124
C 0.436 2.728 -1.975
C 0.602 4.055 -2.430
C 1.217 4.405 -3.632
C 1.490 3.375 -4.506
F 1.965 3.668 -5.765
C 1.381 2.015 -4.142
C 0.834 1.728 -2.890
C 1.292 3.796 0.880
C 0.737 4.851 1.559
C 1.564 5.826 2.046
C 2.965 5.823 1.780
F 3.794 6.669 2.486
C 3.535 4.857 0.958
C 2.679 3.780 0.623
H -4.353 4.793 -1.293
H -2.163 3.916 -1.762
H -1.856 2.242 2.155
H -4.123 3.228 2.757
H 0.257 4.829 -1.729
H 1.210 5.453 -3.907
H 1.739 1.175 -4.698
H 0.543 0.731 -2.637
H -0.391 5.007 1.694
H 1.062 6.602 2.590
H 4.581 4.843 0.589
H 3.065 2.862 0.138
*
```

Summary:
Energy relative to the best compared isomer or geometry (same formula, charge and spin) ... 245.3 kJ/mol
⟨S²⟩ ... 3.756
F_max ... 3.1 eV Å⁻¹
Kohn-Sham gap (alpha / beta) ... 6.06 / 8.24 eV
E ... -82517.4566 eV
HOMO level (alpha / beta) ... -6.44 / -8.64 eV

Löwdin atomic charge list, values in e, 8 entries: 0.79 -0.15 -0.11 -0.11 -0.23 -0.09 -0.61 0.01

=====

Record 3
Below is a molecular structure, C26H29F4N8OOsS, with properties calculated with ωB97M-V/def2-TZVPD.

```
! wB97M-V def2-TZVPD RIJCOSX def2/J DEFGRID3
* xyz 3 1
Os 0.117 0.326 -0.538
C 2.140 -2.011 0.787
C 1.637 -0.950 1.759
N 1.497 0.438 1.190
C 2.871 0.957 0.871
C 2.987 2.434 0.526
C 0.790 1.312 2.171
C -0.147 2.285 1.490
N -0.959 1.569 0.502
C -2.244 1.960 0.240
C -2.767 1.927 -1.072
F -1.957 1.565 -2.069
C -4.046 2.317 -1.361
F -4.454 2.282 -2.615
C -4.898 2.738 -0.347
C -4.426 2.759 0.955
F -5.215 3.121 1.940
C -3.133 2.389 1.251
F -2.746 2.363 2.511
H 2.080 -2.984 1.277
H 3.181 -1.856 0.501
H 1.520 -2.061 -0.108
H 2.325 -0.886 2.606
H 0.668 -1.246 2.143
H 3.260 0.357 0.054
H 3.493 0.758 1.747
H 2.356 2.724 -0.312
H 4.023 2.634 0.248
H 2.765 3.080 1.375
H 1.501 1.854 2.794
H 0.218 0.664 2.812
H 0.415 3.043 0.942
H -0.749 2.811 2.225
H -5.912 3.048 -0.571
N -2.663 -3.112 1.058
C -2.460 -2.868 2.399
C -2.927 -3.526 3.530
C -2.553 -3.009 4.746
C -1.756 -1.859 4.826
C -1.289 -1.217 3.699
C -1.613 -1.746 2.443
N -1.299 -1.361 1.128
C -1.978 -2.187 0.362
C -2.000 -2.063 -1.072
C -2.811 -2.693 -1.963
S -2.421 -2.235 -3.556
C -1.218 -1.205 -2.962
N -1.121 -1.188 -1.651
H -3.209 -3.868 0.678
H -3.564 -4.400 3.467
H -2.896 -3.485 5.655
H -1.515 -1.455 5.800
H -0.740 -0.298 3.813
H -3.593 -3.411 -1.761
H -0.615 -0.590 -3.616
C 4.498 0.453 -4.718
N 3.375 0.573 -3.787
C 2.660 1.811 -3.515
C 1.708 1.333 -2.458
O 0.859 1.983 -1.803
N 1.868 0.041 -2.208
C 2.893 -0.389 -3.010
N 3.359 -1.622 -2.990
H 4.607 1.388 -5.259
H 4.317 -0.337 -5.449
H 5.430 0.256 -4.187
H 2.134 2.196 -4.392
H 3.313 2.603 -3.144
H 2.929 -2.327 -2.412
H 4.098 -1.908 -3.613
*
```

Summary:
F_max ... 3.2 eV Å⁻¹
Kohn-Sham gap (alpha / beta) ... 4.99 / 5.01 eV
E ... -65547.1803 eV
HOMO level (alpha / beta) ... -16.19 / -16.19 eV

Löwdin atomic charge list, values in e, 8 entries: 1.58 -0.07 -0.22 -0.24 -0.21 -0.05 -0.13 -0.12

=====

Record 4
Below is a molecular structure, C26H29FGeN12O3STi, with properties calculated with ωB97M-V/def2-TZVPD.

```
! wB97M-V def2-TZVPD RIJCOSX def2/J DEFGRID3
* xyz 0 1
Ti 0.639 -1.744 0.239
N -0.747 -4.225 2.320
C -0.134 -3.156 2.922
N 0.010 -3.031 4.222
N 0.643 -1.846 4.367
N 0.863 -1.290 3.245
N 0.375 -2.110 2.254
C -0.958 -4.318 0.976
N -1.686 -5.249 0.398
N -1.620 -4.948 -0.921
N -0.906 -3.919 -1.135
N -0.436 -3.469 0.076
H -1.179 -4.913 2.915
C -1.186 4.829 -2.896
C -0.966 4.857 -1.397
C -0.104 6.034 -0.965
C -0.096 6.139 0.549
C 0.240 4.813 1.174
C 0.687 4.740 2.473
C 1.041 3.517 3.043
F 1.446 3.524 4.319
C 1.005 2.346 2.343
C 0.563 2.403 1.011
C 0.525 1.188 0.228
O 0.932 0.118 0.788
C 0.066 1.263 -1.089
C -0.363 2.482 -1.570
N -0.348 3.608 -0.869
C 0.148 3.613 0.439
C 0.010 0.100 -2.020
O -0.309 0.219 -3.178
O 0.364 -1.048 -1.478
H -1.607 5.792 -3.183
H -1.892 4.065 -3.215
H -0.250 4.696 -3.439
H -1.935 4.940 -0.894
H -0.508 6.943 -1.411
H 0.909 5.901 -1.355
H -1.078 6.472 0.900
H 0.624 6.885 0.885
H 0.781 5.635 3.073
H 1.282 1.395 2.784
H -0.743 2.523 -2.579
N -4.812 -4.914 0.072
C -4.947 -3.889 0.924
S -6.145 -3.764 2.038
C -3.978 -2.779 0.689
C -3.620 -2.407 -0.600
C -2.710 -1.376 -0.769
N -2.149 -0.724 0.247
C -2.502 -1.082 1.485
C -3.418 -2.082 1.757
H -5.415 -5.709 0.209
H -3.934 -5.073 -0.404
H -4.028 -2.912 -1.464
H -2.400 -1.088 -1.767
H -2.020 -0.549 2.298
H -3.682 -2.331 2.775
C 3.694 0.349 -1.011
Ge 3.672 -1.592 -1.294
C 5.498 -2.256 -1.054
C 3.096 -2.018 -3.107
C 2.531 -2.460 0.064
H 4.619 0.750 -1.429
H 3.666 0.593 0.052
H 2.862 0.851 -1.506
H 6.160 -1.754 -1.759
H 5.547 -3.328 -1.240
H 5.863 -2.066 -0.045
H 3.528 -1.294 -3.799
H 2.014 -2.002 -3.227
H 3.465 -3.007 -3.380
H 2.988 -2.332 1.052
H 2.455 -3.530 -0.158
*
```

Summary:
F_max ... 0.7 eV Å⁻¹
Kohn-Sham gap ... 7.00 eV
E ... -144643.5935 eV
HOMO level ... -8.30 eV

Löwdin atomic charge list, values in e, 8 entries: 1.08 0.17 -0.46 0.06 -0.06 -0.05 -0.09 -0.45

=====

Record 5
Below is a single C26H29FN4O5 molecule, with properties calculated with ωB97M-V/def2-TZVPD.

```
! wB97M-V def2-TZVPD RIJCOSX def2/J DEFGRID3
* xyz 0 1
C -1.473 -0.724 7.000
C -1.289 -0.355 5.576
C -2.170 -0.203 4.547
C -1.342 0.142 3.444
N -1.695 0.409 2.144
C -2.957 0.305 1.643
O -3.939 0.080 2.313
C -3.028 0.486 0.132
C -2.883 -0.885 -0.551
C -1.497 -1.430 -0.282
O -1.255 -2.213 0.614
N -0.505 -0.924 -1.068
C -0.709 -0.162 -2.247
C -0.407 1.192 -2.295
C -0.561 1.895 -3.477
C -1.015 1.280 -4.636
C -1.195 2.019 -5.923
C -1.305 -0.079 -4.556
F -1.739 -0.718 -5.664
C -1.156 -0.808 -3.395
C 0.875 -1.204 -0.681
C 1.399 -0.060 0.219
O 0.663 0.837 0.583
N 2.695 -0.178 0.521
C 3.450 0.717 1.391
C 3.014 0.611 2.865
C 3.041 2.044 3.388
C 2.544 2.842 2.188
C 3.283 2.204 1.012
C 1.737 -1.421 -1.878
C 2.091 -2.564 -2.535
C 2.871 -2.156 -3.644
C 2.930 -0.799 -3.579
O 2.249 -0.343 -2.516
N -0.081 0.189 3.809
O -0.040 -0.118 5.134
H -1.212 -1.771 7.153
H -0.825 -0.118 7.629
H -2.510 -0.575 7.287
H -3.231 -0.315 4.540
H -0.905 0.607 1.531
H -2.251 1.167 -0.216
H -4.008 0.898 -0.111
H -3.068 -0.783 -1.620
H -3.610 -1.576 -0.121
H -0.046 1.689 -1.409
H -0.323 2.947 -3.502
H -0.831 3.039 -5.838
H -2.250 2.043 -6.197
H -0.662 1.514 -6.727
H -1.379 -1.864 -3.387
H 0.833 -2.119 -0.073
H 3.176 -0.997 0.185
H 4.495 0.419 1.274
H 3.658 -0.059 3.433
H 1.989 0.243 2.917
H 2.406 2.163 4.263
H 4.059 2.343 3.646
H 2.742 3.909 2.271
H 1.472 2.683 2.073
H 4.266 2.660 0.892
H 2.741 2.313 0.075
H 1.829 -3.565 -2.261
H 3.320 -2.788 -4.382
H 3.407 -0.070 -4.203
*
```

Summary:
Energy relative to the best compared isomer or geometry (same formula, charge and spin) ... 229.8 kJ/mol
F_max ... 1.2 eV Å⁻¹
SMILES ... Cc1cc(NC(=O)CCC(=O)N(c2ccc(C)c(F)c2)[C@H](C(=O)NC2CCCC2)c2ccco2)no1
Kohn-Sham gap ... 9.41 eV
E ... -46348.6265 eV
HOMO level ... -8.79 eV

Löwdin atomic charge list, values in e, 8 entries: 0.00 -0.31 0.07 -0.28 0.17 -0.46 0.08 -0.07

=====

Record 6
Below is a molecular structure, C26H29HgN2O4, with properties calculated with ωB97M-V/def2-TZVPD.

```
! wB97M-V def2-TZVPD RIJCOSX def2/J DEFGRID3
* xyz -1 1
C -1.040 -1.834 1.750
C -2.424 -1.560 1.565
C -2.800 -2.030 0.278
H -3.074 -1.078 2.287
C -1.645 -2.596 -0.336
C -0.556 -2.469 0.573
H 0.455 -2.837 0.417
H -0.464 -1.617 2.645
H -3.793 -1.974 -0.161
H -1.611 -3.073 -1.312
C -2.923 1.987 0.008
C -2.948 1.725 1.409
C -1.652 2.021 1.935
H -3.798 1.361 1.976
C -0.835 2.472 0.860
C -1.618 2.449 -0.332
H -1.287 2.772 -1.312
H -3.748 1.849 -0.684
H -1.334 1.919 2.965
H 0.202 2.768 0.934
Hg 0.032 -0.036 -1.617
O -2.055 0.385 -2.384
C -2.852 -0.569 -3.010
C -1.766 -0.952 -3.922
H -3.161 -1.417 -2.371
H -3.673 -0.043 -3.529
H -1.370 -1.971 -3.858
H -0.403 -1.926 -6.019
C -0.719 -0.882 -6.158
C -1.428 -0.241 -5.096
C -1.788 1.127 -5.278
H -2.272 1.627 -4.434
C -1.486 1.792 -6.447
H -1.766 2.844 -6.557
C -0.818 1.133 -7.496
H -0.607 1.662 -8.425
C -0.434 -0.214 -7.329
H 0.099 -0.716 -8.145
C 1.263 -1.169 4.679
C 2.363 -1.354 3.646
C 2.920 -0.057 2.994
C 3.673 0.864 4.005
C 2.900 1.404 5.186
C 3.974 -0.486 1.960
O 5.134 -0.782 2.202
N 3.512 -0.552 0.656
C 2.261 -0.241 0.217
O 2.050 -0.561 -1.014
N 1.377 0.356 1.009
C 1.756 0.689 2.282
O 1.119 1.549 2.910
H 1.682 -1.000 5.676
H 0.649 -2.076 4.722
H 0.617 -0.319 4.421
H 3.216 -1.887 4.094
H 1.989 -1.995 2.829
H 4.551 0.306 4.364
H 4.064 1.713 3.421
H 2.803 0.660 5.982
H 3.444 2.264 5.587
H 1.913 1.738 4.853
H 4.128 -0.923 -0.070
*
```

Summary:
Energy relative to the best compared isomer or geometry (same formula, charge and spin) ... 91.8 kJ/mol
F_max ... 3.4 eV Å⁻¹
Kohn-Sham gap (alpha / beta) ... 5.19 / 4.84 eV
E ... -42773.6845 eV
HOMO level (alpha / beta) ... -3.46 / -3.44 eV

Löwdin atomic charge list, values in e, 8 entries: -0.19 -0.18 -0.20 0.06 -0.24 -0.23 0.06 0.05

=====

Record 7
Below is a molecular structure, C26H29IrN6O4PS2, with properties calculated with ωB97M-V/def2-TZVPD.

```
! wB97M-V def2-TZVPD RIJCOSX def2/J DEFGRID3
* xyz 2 6
Ir 0.687 -0.096 -0.975
C 3.878 -3.414 -0.728
C 2.994 -2.304 -1.167
N 1.831 -2.087 -0.609
N 1.336 -2.897 0.281
C 0.299 -2.416 0.983
O 0.021 -1.191 0.949
C -0.500 -3.371 1.750
C -1.796 -2.999 2.124
C -2.615 -3.902 2.766
C -2.144 -5.176 3.063
C -0.845 -5.536 2.731
C -0.022 -4.647 2.071
C 3.369 -1.383 -2.218
C 4.543 -1.526 -2.964
C 4.841 -0.603 -3.950
C 3.943 0.426 -4.189
C 2.789 0.498 -3.416
N 2.517 -0.357 -2.443
H 3.358 -4.023 0.005
H 4.794 -3.024 -0.283
H 4.164 -4.035 -1.575
H -2.143 -2.004 1.883
H -3.621 -3.623 3.037
H -2.788 -5.882 3.561
H -0.484 -6.519 2.990
H 0.988 -4.923 1.813
H 5.212 -2.349 -2.778
H 5.752 -0.683 -4.524
H 4.121 1.154 -4.962
H 2.059 1.276 -3.585
N -2.102 0.885 6.590
C -1.748 1.231 5.342
C -0.485 0.870 4.819
C -0.111 1.273 3.558
C -0.989 2.037 2.799
C -2.259 2.351 3.266
C -2.643 1.962 4.527
S -0.537 2.666 1.198
O 0.813 3.110 1.140
O -1.595 3.514 0.721
N -0.594 1.296 0.247
C -1.680 0.825 -0.282
S -3.322 1.415 -0.077
C -3.857 0.116 -1.059
C -2.803 -0.650 -1.502
N -1.604 -0.247 -1.076
H -1.460 0.406 7.201
H -2.983 1.188 6.973
H 0.190 0.291 5.432
H 0.861 1.033 3.158
H -2.908 2.943 2.639
H -3.617 2.227 4.910
H -4.896 -0.024 -1.282
H -2.887 -1.520 -2.127
C 1.269 4.080 -2.839
P -0.140 2.955 -3.099
C -1.603 3.792 -2.418
C -0.431 2.820 -4.897
O 0.106 1.582 -2.522
H 1.069 5.036 -3.316
H 2.175 3.655 -3.265
H 1.411 4.225 -1.769
H -1.653 4.792 -2.839
H -1.533 3.870 -1.334
H -2.506 3.249 -2.687
H -0.682 3.793 -5.307
H -1.257 2.134 -5.068
H 0.456 2.439 -5.397
*
```

Summary:
⟨S²⟩ ... 8.810
F_max ... 2.8 eV Å⁻¹
Kohn-Sham gap (alpha / beta) ... 6.41 / 4.29 eV
E ... -78344.9360 eV
HOMO level (alpha / beta) ... -12.69 / -12.64 eV

Löwdin atomic charge list, values in e, 8 entries: 1.36 0.02 -0.19 -0.04 0.15 -0.38 -0.07 -0.15